The following is a DFT calculation (ωB97M-V with the def2-TZVPD basis set) of a 15-piece molecular cluster, C80H184N6O16 overall at a distorted geometry.

The calculation puts the HOMO-LUMO gap at 0.30453 Eh. The value obtained for the LUMO energy is 0.295 eV. The highest occupied orbital energy is -7.992 eV. The maximum force comes out at 3.2 eV/Å.

The geometry in XYZ format:
```
286
Properties=species:S:1:pos:R:3:forces:R:3
C 28.025153 19.094058 13.158279 -0.720 0.377 1.015
C 27.043660 18.800004 14.314015 -1.348 0.831 -1.439
C 26.202236 20.076063 14.681296 0.305 -0.984 -0.542
C 25.069073 19.760053 15.646570 -0.478 -0.074 -0.394
C 24.107566 18.765899 14.981163 0.469 0.000 0.319
C 24.753523 17.460303 14.526191 1.378 1.157 -1.468
N 26.050889 17.868066 13.715555 -1.572 -0.402 1.317
O 26.676716 16.681872 13.329071 0.224 -0.546 -0.759
C 25.011596 16.483075 15.642830 -0.522 -1.081 -0.399
C 23.826557 16.806633 13.505585 -0.273 -0.440 0.733
C 27.809718 18.276155 15.488514 0.721 -0.443 -0.222
H 28.862076 19.578827 13.604534 0.765 0.880 0.115
H 27.562645 19.713148 12.393637 0.069 -0.116 -0.097
H 28.417937 18.180231 12.772726 -0.022 -0.641 -0.548
H 26.900236 20.824368 15.027981 0.077 0.359 0.335
H 25.724679 20.451923 13.771581 0.297 -0.013 -0.142
H 24.445928 20.653983 15.800116 0.512 -0.065 0.464
H 25.473604 19.370318 16.572212 -0.127 0.113 0.479
H 23.762926 19.285233 14.109051 -0.309 0.180 -0.788
H 23.196533 18.588409 15.566466 0.358 -0.185 0.112
H 24.041307 16.073190 15.938925 -0.031 0.301 0.408
H 25.491061 15.579652 15.246392 0.333 0.248 0.077
H 25.549217 16.847310 16.499374 0.119 0.230 0.333
H 22.898911 16.582525 14.029073 -0.361 0.115 -0.021
H 23.602268 17.397450 12.637031 0.061 0.577 -0.247
H 24.172281 15.848521 13.160694 0.547 -0.423 -0.115
H 28.411097 17.402146 15.193835 -0.374 -0.103 0.285
H 27.157456 18.080812 16.310698 -0.137 -0.406 0.646
H 28.566694 18.977290 15.805866 0.096 0.505 0.145
H 27.168916 16.312947 14.072109 -0.029 -0.013 0.345
C 18.209891 14.336338 17.828995 1.073 1.776 -0.739
C 17.607981 15.513532 16.976428 -0.394 -0.741 0.142
C 17.395551 16.769350 17.816778 0.714 -0.476 0.292
C 18.667696 17.513834 18.088325 0.746 0.593 0.484
C 19.377623 17.856107 16.803035 0.587 -1.122 -1.551
C 19.638582 16.614069 15.856453 -1.243 0.095 -0.421
N 18.329982 15.905048 15.751631 0.642 0.044 -0.416
O 18.436123 14.840172 14.781467 -0.776 1.025 0.320
C 19.960296 17.090491 14.391810 0.471 -0.567 0.895
C 20.740271 15.700964 16.435255 -0.553 1.137 -0.251
C 16.250899 15.009228 16.493218 0.420 -0.158 -0.640
H 17.431972 13.977934 18.498635 0.152 -0.384 -0.025
H 19.099427 14.696424 18.410192 -0.872 -0.518 -0.316
H 18.558961 13.647557 17.056093 -0.113 -0.634 0.643
H 16.714644 17.416265 17.319953 -0.725 0.571 -0.602
H 16.973961 16.524626 18.786007 -0.426 -0.364 0.094
H 19.332425 16.919979 18.705638 0.147 -0.272 0.196
H 18.470639 18.393926 18.739517 0.154 -0.452 -0.700
H 20.385909 18.247518 16.879726 0.131 0.473 0.609
H 18.825344 18.573797 16.214575 -0.235 0.306 -0.130
H 20.310402 16.226014 13.793942 0.029 0.538 0.365
H 19.040056 17.413798 13.910221 -0.007 0.283 0.087
H 20.730288 17.891371 14.396984 -0.454 -0.396 -0.047
H 21.694824 16.213218 16.255118 0.056 -0.440 0.040
H 20.539372 15.693798 17.505545 0.485 -0.492 -0.008
H 20.698010 14.703444 15.976639 0.299 0.256 0.318
H 16.396866 14.150389 15.814447 -0.193 0.378 0.243
H 15.714826 15.804029 15.977017 -0.053 0.003 -0.189
H 15.672480 14.696654 17.335072 -0.547 -0.255 0.639
H 19.064365 14.173061 15.066614 0.344 -0.568 0.445
C 13.970938 9.307227 18.874195 -0.087 0.753 0.029
C 13.620637 10.819159 18.490471 0.986 -0.919 0.535
C 14.649172 11.489085 17.571896 1.233 0.833 2.825
C 14.662668 11.101652 16.179052 1.393 -2.083 -0.904
C 13.345384 11.307996 15.594630 -1.647 1.401 -1.194
C 12.210350 10.610187 16.316978 0.321 -0.049 0.396
N 12.376485 10.985032 17.792300 -2.542 -0.739 -0.897
O 11.388926 10.178760 18.497212 0.958 -0.468 -0.102
C 10.864187 11.112689 15.818372 -0.420 0.561 0.552
C 12.193898 9.117418 16.004943 -0.533 0.045 0.216
C 13.517141 11.563384 19.846774 -0.277 0.441 0.617
H 15.009600 9.066894 19.128146 0.083 0.693 -0.167
H 13.687306 8.578800 18.138219 -0.207 -0.133 -0.328
H 13.401457 9.092657 19.767034 -0.258 -0.226 0.192
H 14.549040 12.559798 17.646210 -0.561 0.658 0.025
H 15.637848 11.357352 18.015808 0.179 -0.346 0.152
H 14.977325 10.045007 16.142521 -0.062 0.030 -0.326
H 15.418155 11.657553 15.634144 0.159 0.139 -0.122
H 13.306408 11.092355 14.510737 -0.044 0.014 0.443
H 13.158438 12.395391 15.720613 -0.145 -0.353 -0.351
H 10.059304 10.674083 16.413075 0.015 -0.399 -0.323
H 10.725819 12.171992 15.991601 0.305 0.518 -0.183
H 10.712485 10.902558 14.751056 0.094 -0.050 0.343
H 12.156567 8.972428 14.912235 0.284 -0.016 0.446
H 13.036062 8.656001 16.474544 0.513 -0.618 -0.327
H 11.286575 8.671162 16.427614 0.232 -0.006 -0.043
H 14.368130 11.341630 20.518272 -0.015 0.235 -0.595
H 12.649329 11.257065 20.465336 0.242 -0.196 -0.721
H 13.392375 12.661793 19.741413 0.347 -0.562 -0.194
H 10.626419 10.727550 18.613509 -0.479 0.770 0.069
C 14.692229 12.262637 9.453968 0.201 0.719 1.662
C 15.094864 12.767166 10.916657 0.682 0.428 -2.327
C 16.519261 13.410113 10.807997 -0.606 0.329 0.053
C 16.940728 14.223900 12.038058 -0.658 -1.214 0.741
C 15.871737 15.215001 12.427243 0.275 1.283 -0.250
C 14.442522 14.734294 12.486551 -0.169 -1.386 -1.260
N 14.204859 13.922557 11.199095 -0.701 -0.803 1.337
O 12.851788 13.335171 11.380069 1.280 0.278 0.019
C 14.160910 13.877918 13.696313 0.712 -0.263 1.313
C 13.438746 15.880151 12.393176 0.524 0.325 0.950
C 15.060752 11.582618 11.853623 -0.285 0.270 0.555
H 13.731224 11.765477 9.492961 -0.367 0.185 -0.058
H 15.380634 11.523250 9.092217 0.662 -0.300 -0.088
H 14.699111 13.122328 8.793203 -0.224 0.033 -0.223
H 17.225778 12.630049 10.583974 0.422 -0.471 -0.033
H 16.510880 14.074001 9.927681 -0.061 -0.095 0.234
H 17.872983 14.737635 11.905144 0.339 0.388 -0.368
H 17.164994 13.608436 12.925347 -0.211 -0.276 -0.353
H 15.936483 16.029434 11.689989 -0.232 0.047 0.159
H 16.113180 15.638961 13.406110 0.084 0.121 -0.014
H 13.975840 14.434031 14.616262 -0.536 0.626 -0.225
H 13.323260 13.244956 13.473433 -0.382 -0.239 0.231
H 14.990186 13.265156 14.086520 -0.011 0.005 -0.828
H 13.784683 16.694783 13.065790 -0.410 -0.449 -0.151
H 13.480415 16.272980 11.391378 -0.218 0.187 -0.463
H 12.421155 15.558947 12.666579 0.416 0.197 -0.137
H 15.594767 11.878248 12.730553 0.255 -0.093 0.872
H 15.570767 10.687892 11.493653 -0.174 0.129 -0.436
H 14.028567 11.361184 12.138696 0.167 -0.196 -0.117
H 12.434459 13.802965 10.675683 -0.910 0.286 -0.740
C 20.358280 10.475148 20.262199 0.015 -0.523 0.175
C 19.436138 11.322776 21.105249 0.428 0.531 0.748
C 18.002394 11.147098 20.667978 -0.277 1.828 -1.112
C 17.347190 9.947305 21.214457 -0.618 -1.467 0.248
C 17.486262 9.955729 22.721989 0.943 -0.744 0.769
C 18.949895 9.968628 23.240609 -0.763 -0.541 -0.042
N 19.546503 11.117644 22.584083 0.184 0.727 0.131
O 20.897260 11.245067 22.980730 0.268 0.044 -0.072
C 18.893515 10.139345 24.790656 0.266 0.060 -1.135
C 19.732451 8.694142 22.918180 -0.522 -0.173 0.485
C 19.859502 12.755307 20.859921 0.085 0.498 -0.489
H 21.385923 10.536735 20.671046 -0.347 -0.177 -0.732
H 20.277573 10.847092 19.237486 0.482 -0.092 0.122
H 19.985777 9.457599 20.263251 0.379 -0.313 -0.208
H 17.457412 12.047593 21.003644 0.009 -0.295 0.116
H 17.934276 11.233878 19.551763 0.213 -0.316 0.764
H 17.796615 9.019009 20.819853 -0.196 0.228 -0.028
H 16.287202 9.942470 20.920410 0.239 -0.144 0.125
H 17.038217 9.109037 23.245919 -0.403 -0.034 -0.355
H 17.081167 10.860734 23.131894 -0.612 0.540 0.139
H 18.330902 11.037156 25.035512 0.380 0.297 0.121
H 18.340494 9.319291 25.240339 0.046 -0.322 -0.100
H 19.921027 10.126671 25.165562 -0.299 0.327 0.228
H 20.741206 8.786094 23.296913 0.369 -0.024 -0.010
H 19.324660 7.800370 23.392557 -0.212 0.088 0.041
H 19.743245 8.535857 21.859920 0.169 -0.335 -0.470
H 20.810004 12.986325 21.354499 -0.175 -0.168 -0.322
H 19.118007 13.457370 21.219107 -0.199 0.188 0.218
H 19.928317 12.883297 19.767286 0.181 0.222 0.351
H 21.393573 10.545457 22.519286 -0.084 0.134 0.245
C 18.350779 16.715063 21.696999 -0.975 1.153 2.169
C 17.515373 17.986635 22.244970 0.134 -1.086 -1.895
C 17.235262 17.761895 23.688524 0.257 -1.050 0.316
C 16.646296 18.972097 24.333318 0.780 0.527 1.555
C 17.667989 20.106426 24.218144 0.910 -0.252 -0.863
C 17.941020 20.461001 22.713654 0.644 -0.537 0.489
N 18.313832 19.193078 22.083496 0.878 -0.296 -0.267
O 18.485935 19.380745 20.683768 0.998 0.583 -0.022
C 16.684416 21.145604 22.173644 0.692 0.326 -0.528
C 19.172146 21.412523 22.547861 -0.804 -0.325 1.431
C 16.243300 18.031519 21.369505 0.911 1.287 -0.022
H 18.334409 16.748502 20.632199 0.493 -0.109 -0.732
H 17.787145 15.833950 22.049174 0.221 0.151 -0.263
H 19.349543 16.681812 22.180095 -0.429 0.123 -0.663
H 16.656961 16.827500 23.807662 -0.058 0.503 -0.027
H 18.222200 17.541314 24.106986 -0.053 0.083 0.467
H 16.520243 18.842221 25.403201 -0.021 -0.446 0.352
H 15.652768 19.195290 24.018490 -0.655 0.378 -0.779
H 18.590289 19.749418 24.747449 -0.497 0.306 -0.684
H 17.381662 21.012660 24.720407 -0.400 0.417 0.284
H 16.453105 21.967535 22.817057 -0.088 0.749 0.509
H 16.860145 21.577186 21.182594 -0.202 -0.359 0.018
H 15.810638 20.525040 22.189728 -0.266 -0.312 -0.248
H 19.455845 21.622748 21.531679 -0.517 0.245 -0.578
H 18.835101 22.324515 23.084426 0.827 -0.171 -0.387
H 20.095391 20.973849 22.973356 -0.633 0.191 0.312
H 16.566813 18.455308 20.397666 -0.412 -0.721 0.311
H 15.503444 18.744177 21.739755 -0.176 -0.544 0.151
H 15.893005 17.026075 21.317405 -0.751 -0.596 -0.383
H 19.470613 19.311362 20.539639 -1.045 -0.323 0.192
C 21.574986 21.129018 15.380315 -0.160 1.014 0.291
C 20.191269 21.747126 15.527683 -0.440 1.174 -2.194
C 20.025047 22.753768 14.350664 0.536 0.776 1.388
O 19.150424 20.822321 15.293930 0.346 -1.706 0.332
H 21.729006 20.809713 14.350405 0.102 -0.108 0.068
H 21.748827 20.333152 16.066729 -0.005 -0.860 0.426
H 22.311589 21.912427 15.655079 -0.279 -0.320 -0.406
H 20.064620 22.276798 16.473594 -0.022 -0.203 0.135
H 20.612042 23.641830 14.576843 0.138 0.283 -0.182
H 19.004934 23.069319 14.184315 -0.372 -0.038 0.296
H 20.375587 22.346317 13.428310 0.306 -0.512 -0.592
H 18.340534 21.128590 15.703554 -0.213 0.585 0.176
C 18.158481 10.671444 14.043452 0.828 -0.577 0.258
C 18.405303 11.310387 15.417867 -1.158 -0.207 1.119
C 18.618294 10.257827 16.564987 0.362 0.189 -2.326
O 19.461057 12.225446 15.371147 1.550 0.119 -0.697
H 17.394022 9.879609 13.968793 0.193 0.358 0.473
H 19.129223 10.212625 13.769490 -0.412 0.059 -0.159
H 17.918534 11.418493 13.299262 0.014 0.321 -0.128
H 17.562878 11.965116 15.707150 -0.046 -0.459 -0.161
H 17.785020 9.572129 16.474726 -0.075 -0.453 0.242
H 18.631730 10.680444 17.550308 0.160 0.379 0.369
H 19.576187 9.741459 16.317956 -0.642 0.123 0.477
H 20.290482 11.812351 14.999001 -0.631 0.300 0.407
C 22.938416 18.671191 18.464307 -0.695 -1.407 0.915
C 21.969207 19.288200 19.462788 -0.349 1.645 -0.744
C 21.174931 20.452821 18.816770 1.501 0.694 1.649
O 20.947282 18.453528 20.003835 1.039 -0.765 -0.130
H 22.382649 18.356221 17.588225 0.167 -0.081 -0.364
H 23.271327 17.765528 18.998678 0.399 0.171 -0.590
H 23.804760 19.288944 18.213676 -0.358 0.089 0.102
H 22.604911 19.627803 20.261643 0.114 0.519 0.706
H 20.717025 21.046203 19.633547 -0.185 -0.373 -0.518
H 20.444238 19.991458 18.191883 -0.534 0.021 -0.606
H 21.826214 21.175764 18.282390 -0.344 -0.659 0.042
H 21.357637 17.722651 20.533573 -0.357 0.501 -0.344
C 16.136384 18.700992 14.340125 0.917 0.684 -1.503
C 16.700413 18.716402 12.853599 -1.179 -0.083 1.022
C 15.577655 19.078803 11.858796 2.444 0.222 -0.854
O 17.674162 19.744864 12.760742 0.231 -0.744 0.468
H 16.925120 18.796515 15.090156 0.288 -0.175 -0.240
H 15.642479 17.768536 14.539876 -0.686 -0.273 0.135
H 15.534591 19.607452 14.431400 -0.447 -0.285 0.186
H 17.102338 17.711388 12.634529 0.163 0.397 -0.025
H 15.984255 18.984844 10.798356 -0.783 -0.321 1.216
H 15.463705 20.145221 11.979379 -0.572 0.379 0.182
H 14.685264 18.530457 12.058242 -0.642 -0.338 -0.209
H 18.190455 19.599231 13.571307 0.405 0.689 -0.386
C 23.539245 13.227277 15.432363 -1.618 -1.423 0.781
C 22.980250 11.797058 15.775916 0.552 0.132 -2.529
C 22.225433 11.736025 17.066957 -0.381 1.687 0.275
O 22.055717 11.373217 14.674391 0.391 0.277 0.659
H 24.051247 13.232540 14.491475 0.662 -0.142 -0.402
H 24.168102 13.524045 16.272222 0.002 0.408 -0.257
H 22.656008 13.866924 15.274403 0.410 0.113 0.459
H 23.814731 11.054345 15.755645 -0.481 0.543 0.153
H 21.246477 12.273146 16.946442 0.810 -0.521 0.250
H 22.814985 12.276060 17.838022 -0.336 -0.341 -0.301
H 22.064374 10.736135 17.408922 -0.226 -0.672 0.123
H 22.284343 11.743258 13.793798 0.062 -0.003 0.774
C 20.413885 14.018531 11.629503 0.469 -0.388 0.229
C 21.639011 13.430357 10.961678 -1.404 1.025 -1.240
C 22.584280 14.454474 10.400006 0.222 -0.953 0.292
O 22.228762 12.661871 11.961542 1.612 -1.069 0.177
H 20.753698 14.686530 12.440297 -0.341 -0.387 -0.166
H 19.910617 13.128708 12.006696 -0.453 0.344 0.481
H 19.738769 14.557690 10.981401 0.042 0.113 -0.355
H 21.350095 12.826341 10.073744 -0.192 -0.204 0.627
H 23.073280 14.976065 11.209057 0.226 0.475 -0.003
H 22.046541 15.075900 9.727846 -0.419 0.959 -0.398
H 23.280497 13.908714 9.777321 0.730 0.076 -0.046
H 23.098514 12.419974 11.598450 -0.257 -0.146 0.450
C 12.496648 17.118143 16.161506 0.188 0.144 0.092
C 12.546058 17.704321 17.576335 -0.403 -0.533 0.202
C 13.806802 17.319222 18.337769 -0.372 0.736 0.060
O 12.574160 19.134454 17.597321 -0.161 0.358 -0.280
H 12.587282 16.027060 16.218528 0.028 0.155 -0.071
H 13.287281 17.516277 15.508440 0.036 -0.117 0.368
H 11.558929 17.344002 15.658652 -0.235 0.024 0.054
H 11.653135 17.334529 18.144052 0.496 0.320 -0.390
H 13.782693 17.846329 19.303065 0.155 -0.294 -0.183
H 14.640590 17.700524 17.759498 0.342 0.007 -0.001
H 13.940633 16.257527 18.490910 -0.128 -0.282 0.002
H 11.891635 19.530938 17.032966 0.207 -0.436 0.193
C 22.539861 15.055564 19.820581 -0.638 -1.401 -0.787
C 22.739043 15.273444 21.266376 -0.638 0.634 -0.079
C 24.168018 15.386525 21.549690 2.154 -0.452 0.730
O 22.067771 16.491129 21.555337 -0.254 0.911 1.199
H 22.810218 15.892852 19.191230 0.099 0.133 0.030
H 21.500948 14.791994 19.682755 -0.421 0.157 -0.472
H 23.102987 14.165108 19.526372 0.044 0.128 -0.180
H 22.246376 14.477858 21.832415 0.273 -0.116 0.078
H 24.386975 15.521313 22.613819 0.010 0.027 -0.043
H 24.700082 16.165726 20.988596 -0.492 0.102 0.045
H 24.645295 14.454376 21.233103 0.086 -0.045 0.253
H 22.253194 16.767065 22.476000 -0.189 -0.247 -0.694
C 17.653459 21.152726 18.034297 -0.188 1.120 -0.477
C 16.440067 20.263014 17.853940 0.335 0.512 1.068
O 15.334519 21.047299 18.356966 -0.325 -1.445 -0.307
O 17.598453 22.328863 17.224837 0.834 0.132 -0.990
H 18.639329 20.718020 17.816000 -0.669 -0.266 -0.026
H 17.684291 21.524010 19.059667 -0.143 -0.592 0.285
H 16.705346 19.416071 18.487993 -0.633 -0.277 0.200
H 16.154714 19.885832 16.869080 0.646 0.259 -0.240
H 14.571471 20.435185 18.260075 0.213 0.798 0.194
H 16.735039 22.735980 17.171528 -0.487 -0.288 0.410
```
Positions in Å, forces in eV/Å.